(1)
ORCA calculation (ωB97M-V with the def2-TZVPD basis set) on a 2-piece molecular cluster, C5H4N overall in a non-equilibrium geometry.

Values from the calculation:
Lowest unoccupied orbital energy in eV: -6.67
Strongest force on any atom in hartree/bohr: 0.0896
Orbital gap in eV: 9.721
Energy relative to the best compared isomer or geometry (same formula, charge and spin) in eV: 5.243
Total charge: +1

XYZ file:
```
10
C5H4N ωB97M-V with the def2-TZVPD basis set
C -1.234 0.156 0.078
C 1.734 1.592 -0.004
C -2.067 1.065 -0.006
C 1.704 -0.875 -0.046
C 0.583 -1.463 0.147
N 1.942 0.444 -0.087
H -3.174 0.879 -0.179
H -1.820 2.049 0.143
H 2.427 -1.682 -0.144
H -0.097 -2.168 0.098
```

Atomic partial charges in e from the Löwdin method, atoms 1 to 4: C 0.2381; C 0.1610; C -0.0035; C -0.1580

(2)
ORCA calculation (ωB97M-V with the def2-TZVPD basis set) on C25H34N4O4STi as an isolated structure.

Values from the calculation:
Lowest unoccupied orbital energy (spin up / spin down) in eV: -3.45 / -3.19
Strongest force on any atom in hartree/bohr: 0.0091
Orbital gap (spin up / spin down) in eV: 8.221 / 9.097
2S+1: 2
Energy relative to the best compared isomer or geometry (same formula, charge and spin) in eV: 1.013
Total charge: +1

XYZ file:
```
69
C25H34N4O4STi ωB97M-V with the def2-TZVPD basis set
Ti 1.520 -0.107 0.052
N 2.041 -2.264 -0.070
C 1.138 -2.946 0.893
C 1.056 -2.072 2.142
O 1.271 -2.516 3.248
N 0.755 -0.770 1.831
C 1.122 0.241 2.836
C 1.921 1.041 1.822
O 1.245 1.764 1.007
O 3.003 0.514 1.400
H 1.987 -2.699 -0.986
H 3.005 -2.347 0.246
H 1.488 -3.938 1.172
H 0.153 -3.027 0.430
H 1.712 -0.177 3.648
H 0.258 0.790 3.208
C 0.804 -3.059 -3.396
C 1.404 -1.893 -4.195
C 0.296 -1.103 -4.886
C 2.284 -1.046 -3.296
C 1.913 0.218 -2.848
C 2.748 0.957 -1.998
C 3.991 0.457 -1.588
C 4.939 1.298 -0.782
C 4.349 -0.817 -2.034
C 3.521 -1.541 -2.876
H 0.183 -3.683 -4.038
H 0.172 -2.677 -2.588
H 1.585 -3.699 -2.976
H 2.053 -2.318 -4.966
H -0.441 -0.742 -4.164
H -0.227 -1.745 -5.593
H 0.696 -0.250 -5.436
H 0.974 0.651 -3.160
H 2.455 1.959 -1.692
H 5.610 1.838 -1.454
H 5.549 0.684 -0.122
H 4.405 2.027 -0.178
H 5.312 -1.226 -1.750
H 3.847 -2.513 -3.232
C -4.340 -1.475 0.047
C -3.830 -1.453 1.484
C -2.369 -1.033 1.590
N -2.190 0.354 1.161
C -1.597 0.782 0.073
S -0.785 -0.268 -1.043
N -1.628 2.096 -0.270
C -2.342 3.212 0.262
O -2.700 4.057 -0.509
C -2.568 3.274 1.728
C -3.811 3.679 2.204
C -4.021 3.778 3.570
C -2.986 3.499 4.454
C -1.737 3.120 3.975
C -1.526 2.997 2.611
H -5.382 -1.787 0.012
H -3.758 -2.167 -0.563
H -4.276 -0.487 -0.414
H -3.917 -2.447 1.928
H -4.445 -0.785 2.094
H -1.743 -1.660 0.962
H -2.011 -1.113 2.617
H -2.630 1.052 1.750
H -1.285 2.283 -1.202
H -4.598 3.919 1.500
H -4.987 4.086 3.945
H -3.150 3.586 5.519
H -0.928 2.930 4.668
H -0.558 2.710 2.217
```

Atomic partial charges in e from the Löwdin method, atoms 1 to 4: Ti 0.9771; N -0.0024; C -0.1168; C -0.5217